Record 1
The following is a quantum chemistry calculation of a molecular structure, C47H54GeKN5O7S in a non-equilibrium geometry, from the Open Molecules 2025 dataset.

Structure (XYZ):
```
116
Properties=species:S:1:pos:R:3
K 0.56503 -0.64590 -1.03692
C 0.51786 -5.61568 0.66765
C -0.00940 -4.17065 0.68969
C -1.31826 -4.10666 -0.10939
C -0.28009 -3.76543 2.14267
O 0.93056 -3.27248 0.16464
Ge 1.84391 -3.53341 -1.48143
O 2.84855 -1.88831 -1.23194
C 4.24050 -1.83555 -1.20426
C 4.85324 -2.36788 -2.51407
C 4.81165 -2.63848 -0.02592
C 4.65704 -0.36632 -1.05051
O 0.44285 -2.63560 -2.48146
C 0.37632 -2.42192 -3.85890
C 1.19220 -1.18502 -4.26606
C 0.90519 -3.62376 -4.66244
C -1.09978 -2.20597 -4.22403
H -0.17556 -6.29593 1.16617
H 1.48671 -5.65523 1.16877
H 0.65536 -5.93954 -0.36554
H -2.10353 -4.71730 0.34258
H -1.13583 -4.45232 -1.12842
H -1.66030 -3.07220 -0.16605
H -0.99487 -4.44338 2.61476
H -0.68126 -2.75060 2.16990
H 0.65293 -3.78007 2.70805
H 4.62761 -3.43077 -2.62097
H 5.93732 -2.23226 -2.52053
H 4.42278 -1.83321 -3.36300
H 4.60950 -3.70288 -0.16564
H 4.32610 -2.31591 0.89483
H 5.89010 -2.48674 0.06383
H 4.21394 0.22815 -1.85171
H 5.74450 -0.26228 -1.07917
H 4.28728 0.01518 -0.10090
H 2.23691 -1.34749 -3.99475
H 0.83359 -0.30184 -3.73640
H 1.12659 -1.00657 -5.34234
H 1.97613 -3.74184 -4.48643
H 0.73266 -3.48077 -5.73140
H 0.40294 -4.53633 -4.33554
H -1.52608 -1.44573 -3.56727
H -1.65308 -3.13596 -4.07742
H -1.20467 -1.88856 -5.26424
O 1.44499 2.30571 2.75886
C 1.82548 3.61441 2.81897
C 2.35531 4.11696 4.00131
C 2.73193 5.44264 4.11944
C 2.58196 6.29460 3.04341
C 2.08764 5.79601 1.85393
C 1.69745 4.46041 1.68495
C 1.18633 4.15075 0.34855
N 0.51598 3.13294 -0.06006
N -0.01896 3.34266 -1.27288
C -0.30256 2.40689 -2.16368
O 0.17457 1.25138 -2.24821
C -1.19938 2.91854 -3.25726
C -1.42371 4.27954 -3.45912
C -2.23528 4.71430 -4.49481
C -2.84383 3.79754 -5.34296
C -2.64076 2.44113 -5.13326
C -1.82458 2.00564 -4.10140
H 2.45733 3.45676 4.85340
H 3.14823 5.80250 5.05166
H 2.84273 7.34261 3.12922
H 1.97947 6.46048 1.00422
H 1.34135 4.96916 -0.36480
H -0.95092 4.99148 -2.79780
H -2.39062 5.77585 -4.65281
H -3.46515 4.14129 -6.16219
H -3.12177 1.72019 -5.78376
H -1.65795 0.95075 -3.92855
C -5.98392 0.98597 3.34313
O -5.79925 0.60166 1.99559
C -4.93314 1.44704 1.32068
C -5.46455 2.51100 0.61289
C -4.63177 3.41038 -0.03289
C -3.25691 3.26023 0.07243
C -2.72018 2.20634 0.78859
C -3.54705 1.26469 1.38874
N -3.00560 0.21929 2.16025
C -3.40391 -1.04000 2.16455
C -4.10111 -1.72615 1.17297
C -4.80052 -2.90897 1.52985
C -5.47164 -3.65577 0.61203
C -5.40943 -3.28346 -0.75864
C -4.70994 -2.19218 -1.15939
C -4.00425 -1.33118 -0.22899
O -3.29790 -0.38949 -0.62110
H -6.66091 0.25602 3.78675
H -6.43070 1.98494 3.41243
H -5.03928 0.98785 3.89695
H -6.54242 2.61511 0.57410
H -5.05501 4.22628 -0.60529
H -2.58471 3.95233 -0.41754
H -1.64441 2.09341 0.85134
H -2.19516 0.44863 2.78005
H -3.11975 -1.59082 3.05950
H -4.82656 -3.17947 2.58128
H -6.04353 -4.52634 0.90792
H -5.91377 -3.90424 -1.49221
H -4.63870 -1.92089 -2.20584
N 6.35159 -1.02286 6.63165
C 5.80166 -0.48169 5.77757
C 5.19434 0.25156 4.71509
C 6.03036 0.81172 3.73162
C 5.37670 1.44794 2.67069
C 4.02436 1.58481 2.62656
N 3.20610 1.18884 3.71308
C 3.83342 0.40733 4.69759
H 7.10101 0.68969 3.76663
H 5.95309 1.81746 1.83307
H 3.51112 2.00187 1.77647
H 3.17646 -0.02344 5.43274
S 0.94030 1.16797 5.13728
C 1.93508 1.54480 3.80695
```

* LUMO energy: 3.43 eV
* energy relative to the best compared isomer or geometry (same formula, charge and spin): 0.000 eV
* orbital gap: 4.5 eV
* charge: -2
* HOMO: -1.02 eV

---

Record 2
The following is a quantum chemistry calculation of 2 unconnected molecules or ions with the total composition C3H4S2 in a non-equilibrium geometry, from the Open Molecules 2025 dataset.

Structure (XYZ):
```
9
Properties=species:S:1:pos:R:3
C 1.66973 0.29861 0.83887
C 0.57625 0.91629 0.63561
C -0.78926 -0.51368 -0.81749
S -0.29384 -1.41346 -2.03072
S -2.43900 -0.16687 -0.20461
H 2.45758 0.66991 1.51919
H 1.84229 -0.50752 0.13377
H -0.07564 1.61731 1.00182
H -2.94810 -0.90058 -1.07644
```

* LUMO energy (spin up / spin down): -0.16 / -0.25 eV
* energy relative to the best compared isomer or geometry (same formula, charge and spin): 4.277 eV
* orbital gap (spin up / spin down): 7.8 / 7.7 eV
* HOMO (spin up / spin down): -7.96 / -7.98 eV